Record 1
{
  "formula": "C6H10N2",
  "method": "the ωB97M-V functional and the def2-TZVPD basis",
  "symbols": ["C", "C", "C", "C", "C", "C", "H", "H", "H", "H", "H", "H", "H", "H", "H", "H", "N", "N"],
  "positions_angstrom": [[1.672761, -0.238243, 1.847197], [0.225884, 0.026305, 1.507256], [-0.150699, 0.880442, 0.266872], [-1.193336, 1.241293, -0.720910], [-0.305371, -0.871336, -1.180819], [-0.404755, -0.656425, 0.296658], [1.799596, -1.170044, 2.444537], [2.168365, -0.268421, 0.838209], [2.127664, 0.580025, 2.345623], [-0.441724, 0.031595, 2.373601], [0.830045, 1.035257, -0.180119], [-2.223175, 1.039792, -0.455215], [-1.223133, 2.239967, -1.065266], [-1.293545, 0.297428, -2.613501], [0.384998, -1.747181, -2.699203], [-1.480797, -0.772094, 0.404719], [-0.807662, 0.263987, -1.738502], [0.314883, -1.912346, -1.671135]],
  "forces_ev_per_a": [[-0.022, -0.214, -1.839], [-1.436, -0.596, -0.217], [1.444, -0.821, 1.916], [-0.992, -0.209, 0.324], [3.461, -3.202, 0.678], [-0.801, 0.911, -0.120], [-0.130, 0.636, -0.724], [0.034, -0.561, 1.082], [0.322, 0.796, 0.795], [0.021, -0.111, -0.345], [-0.119, 0.152, -0.425], [-0.292, -0.075, 0.795], [0.579, 1.151, -0.763], [0.057, -0.390, -0.368], [-0.103, -0.502, 0.570], [-0.188, 0.075, 0.885], [-0.641, 0.889, -1.210], [-1.195, 2.071, -1.032]],
  "nbo_charge": [-0.6142, -0.1192, -0.2584, -0.2069, 0.4489, -0.3046, 0.2313, 0.2157, 0.2115, 0.2237, 0.1967, 0.1866, 0.2035, 0.3948, 0.3102, 0.1941, -0.6276, -0.6863],
  "gap_ev": 9.697,
  "max_force_ha_per_bohr": 0.093,
  "relative_energy_kcal_mol": 89.2,
  "charge": 0,
  "smiles": "[H]/N=C1\\NC[C@H]2[C@H](C)[C@H]12",
  "multiplicity": 1
}

---

Record 2
{
  "formula": "C3H8NO2S",
  "method": "the ωB97M-V functional and the def2-TZVPD basis",
  "symbols": ["C", "C", "S", "C", "N", "O", "H", "H", "H", "H", "H", "H", "H", "H", "O"],
  "positions_angstrom": [[-1.106392, 0.730983, 1.042338], [-1.137327, -0.751690, 0.765036], [-1.096140, -1.267771, -1.006732], [0.264970, 1.384631, 1.063070], [0.844591, 1.550816, -0.168213], [0.915098, 1.719300, 2.048217], [-1.604871, 1.060751, 1.960772], [-1.708613, 1.266585, 0.299045], [-2.164163, -1.031746, 1.037104], [-0.517765, -1.348510, 1.441231], [1.835685, 1.498477, -0.185779], [0.377471, 1.236502, -1.008647], [1.043054, -1.708441, -1.781908], [2.142462, -0.841138, -1.535125], [1.999383, -1.651685, -2.018743]],
  "forces_ev_per_a": [[0.100, 1.962, 0.328], [-1.475, -0.867, -0.273], [0.529, 0.332, 0.217], [0.863, -0.224, -0.359], [-0.773, -0.003, -0.497], [-0.716, -0.350, 0.177], [0.242, -0.607, 0.378], [0.185, -0.330, -0.386], [0.173, -0.046, 0.228], [0.380, 0.278, -0.228], [0.687, 0.302, 0.087], [-0.170, -0.439, 0.263], [-0.214, -0.460, -0.176], [0.611, 0.466, 0.160], [-0.421, -0.015, 0.081]],
  "nbo_charge": [-0.5160, -0.5181, -0.7050, 0.6876, -0.8457, -0.6548, 0.2063, 0.2187, 0.1940, 0.1926, 0.3785, 0.4099, 0.4971, 0.4468, -0.9919],
  "gap_ev": 7.122,
  "max_force_ha_per_bohr": 0.039,
  "relative_energy_kcal_mol": 18.2,
  "charge": -1,
  "multiplicity": 1
}